Density functional theory data (ωB97M-V/def2-TZVPD) for an isolated ion of composition C5H13N2O and charge +2.

The geometry in XYZ format:
```
21
C5H13N2O | the OMol25 dataset | ωB97M-V/def2-TZVPD
C -1.98 -0.51 -0.65
O -2.25 -1.85 -0.98
C -0.46 -0.57 -0.05
C -0.21 0.55 0.96
C 0.72 1.50 0.37
C 2.06 1.22 -0.03
N 2.72 2.08 -0.86
N -0.44 -1.84 0.86
H -2.15 0.11 -1.52
H -2.68 -0.26 0.14
H -2.18 -1.98 -1.97
H 0.32 -0.64 -0.87
H 0.12 0.19 1.97
H -1.16 1.02 1.36
H 0.32 2.47 0.11
H 2.60 0.33 0.29
H 2.34 3.00 -0.97
H 3.55 1.77 -1.45
H -0.06 -2.56 0.36
H -1.38 -2.11 1.19
H 0.19 -1.91 1.75
```

The charge is +2. The molar mass comes out at 117.2 g/mol. For the relative energy (zero: lowest compared OMol25 entry of this formula, charge and spin), the calculation gives 1.2353 eV. The frontier orbital gap (alpha / beta) is 0.3763 / 0.2798 Ha. As for the multiplicity: 2. As for the total energy: -10404.13626 eV.



Density functional theory data (ωB97M-V/def2-TZVPD) for C5H13N2O6S2 as an isolated structure.

The geometry in XYZ format:
```
28
C5H13N2O6S2 | the OMol25 dataset | ωB97M-V/def2-TZVPD
C -2.80 0.70 -2.35
C -1.71 -0.32 -2.05
O -1.90 -1.50 -2.86
C -0.32 0.19 -2.36
O -0.17 1.45 -1.71
S 1.28 1.90 -1.16
O 2.24 1.16 -1.93
O 1.24 3.33 -1.27
N 1.27 1.55 0.38
S 1.47 0.08 0.94
O 2.82 -0.43 0.85
O 0.43 -0.85 0.48
C 1.08 0.40 2.66
C 0.64 -0.86 3.38
N 1.68 -1.89 3.41
H -3.77 0.19 -2.40
H -2.83 1.46 -1.57
H -2.62 1.20 -3.30
H -1.74 -0.59 -0.99
H -2.05 -2.25 -2.27
H 0.43 -0.52 -2.01
H -0.21 0.33 -3.44
H 0.26 1.11 2.63
H 1.95 0.86 3.12
H 0.41 -0.60 4.42
H -0.30 -1.20 2.92
H 1.39 -2.65 4.02
H 1.81 -2.27 2.48
```

The charge is -1. The molar mass comes out at 261.3 g/mol. The frontier orbital gap is 0.3219 Ha. As for the multiplicity: 1. As for the total energy: -42332.87451 eV.



Density functional theory data (ωB97M-V/def2-TZVPD) for an isolated ion of composition C5H13N2S and charge -1.

The geometry in XYZ format:
```
21
C5H13N2S | the OMol25 dataset | ωB97M-V/def2-TZVPD
C 1.04 0.69 1.73
N 1.11 -0.27 0.63
C 1.76 -1.53 0.97
C -0.18 -0.48 -0.01
C -0.60 0.71 -0.90
N -1.66 1.54 -0.26
C -1.04 0.20 -2.29
S -2.64 -0.68 -2.28
H 1.44 0.25 2.64
H 0.01 0.99 1.93
H 1.62 1.60 1.51
H 2.22 -1.92 0.06
H 1.03 -2.26 1.33
H 2.55 -1.34 1.69
H -0.14 -1.39 -0.60
H -0.96 -0.68 0.75
H 0.27 1.36 -0.98
H -1.99 1.06 0.56
H -2.44 1.52 -0.91
H -1.17 1.06 -2.95
H -0.22 -0.44 -2.63
```

The charge is -1. The molar mass comes out at 133.2 g/mol. For the relative energy (zero: lowest compared OMol25 entry of this formula, charge and spin), the calculation gives 0.8163 eV. The frontier orbital gap is 0.2199 Ha. The structure (SMILES) is CN(C)C[C@H](N)C[S-]. As for the multiplicity: 1. As for the total energy: -19211.46230 eV.



Density functional theory data (ωB97M-V/def2-TZVPD) for a 2-piece molecular cluster, C5H13N2S overall.

The geometry in XYZ format:
```
21
C5H13N2S | the OMol25 dataset | ωB97M-V/def2-TZVPD
C 1.73 -1.88 1.85
N -0.14 0.10 2.35
C 0.36 -0.73 3.34
N 1.30 -1.63 3.22
H 0.91 -2.41 1.31
H 2.66 -2.50 1.92
H 1.95 -0.93 1.29
H -0.13 -0.06 1.32
H -0.85 0.76 2.67
H -0.06 -0.51 4.34
C -2.26 1.50 -2.81
C -0.81 1.92 -2.61
C 0.12 0.72 -2.55
S 0.04 -0.20 -0.94
H -2.41 0.87 -3.68
H -2.97 2.36 -2.99
H -2.53 0.85 -1.94
H -0.45 2.51 -3.51
H -0.71 2.51 -1.71
H 1.11 1.17 -2.69
H -0.06 0.12 -3.50
```

The charge is -1. The molar mass comes out at 133.2 g/mol. For the relative energy (zero: lowest compared OMol25 entry of this formula, charge and spin), the calculation gives 0.4612 eV. The frontier orbital gap is 0.2472 Ha. As for the multiplicity: 1. As for the total energy: -19211.81741 eV.